1.
C39H53BrIN9NaOSSi3 as an isolated structure in a non-equilibrium geometry, computed with ωB97M-V with the def2-TZVPD basis set.

Positions of all 109 atoms, in Å:
Na1 0.568 0.145 -0.826
N1 -0.480 1.216 0.878
C1 -0.344 2.458 1.630
C2 1.125 2.717 1.944
N2 1.875 2.851 0.690
H1 -1.324 1.228 0.310
H2 -0.597 0.417 1.512
H3 -0.907 2.460 2.571
H4 -0.700 3.292 1.017
H5 1.503 1.906 2.577
H6 1.219 3.652 2.502
H7 1.851 1.957 0.206
H8 2.848 3.051 0.884
C3 -0.590 -0.256 4.848
Si1 -2.005 -1.030 3.831
C4 -3.364 0.304 3.833
C5 -2.679 -2.413 4.954
C6 -1.490 -1.566 2.126
Si2 -0.132 -2.686 1.935
C7 2.252 -0.983 2.694
C8 0.144 -3.627 0.337
C9 0.594 -3.631 3.406
Si3 -2.840 -1.910 0.934
C10 -3.684 -3.583 1.304
C11 -4.243 -0.636 0.827
C12 -2.276 -2.017 -0.897
C13 -2.937 -2.896 -1.759
C14 -2.643 -2.913 -3.108
C15 -1.682 -2.050 -3.589
C16 -1.044 -1.208 -2.697
N3 -1.307 -1.174 -1.390
H9 -0.929 -0.048 5.866
H10 -0.248 0.689 4.419
H11 0.271 -0.920 4.928
H12 -3.321 0.908 4.741
H13 -4.355 -0.150 3.790
H14 -3.279 0.978 2.979
H15 -2.978 -2.041 5.937
H16 -1.924 -3.187 5.105
H17 -3.551 -2.888 4.501
H18 2.979 -0.245 2.349
H19 2.729 -1.614 3.445
H20 1.385 -0.491 3.131
H21 0.266 -2.922 -0.486
H22 -0.723 -4.255 0.111
H23 1.033 -4.254 0.368
H24 0.859 -2.959 4.220
H25 1.468 -4.214 3.140
H26 -0.158 -4.321 3.798
H27 -3.834 -3.678 2.381
H28 -3.052 -4.421 0.998
H29 -4.659 -3.703 0.826
H30 -4.855 -0.620 1.728
H31 -4.895 -0.870 -0.017
H32 -3.848 0.366 0.662
H33 -3.683 -3.569 -1.358
H34 -3.165 -3.583 -3.780
H35 -1.424 -2.024 -4.639
H36 -0.306 -0.506 -3.068
Br1 8.061 0.973 -4.341
C17 7.550 -0.716 -3.593
C18 7.591 -1.862 -4.381
C19 7.230 -3.076 -3.841
C20 6.784 -3.193 -2.495
C21 6.760 -1.993 -1.726
C22 7.139 -0.783 -2.269
N4 6.480 -4.415 -2.038
N5 5.847 -4.625 -0.886
C23 4.815 -3.959 -0.416
C24 4.456 -4.219 0.951
C25 3.501 -3.490 1.576
C26 2.805 -2.445 0.911
O1 1.779 -1.742 1.590
C27 3.020 -2.181 -0.434
N6 2.350 -1.157 -1.061
C28 2.498 -1.045 -2.392
C29 3.201 -1.936 -3.166
C30 3.942 -2.932 -2.525
C31 3.948 -3.022 -1.151
H37 7.898 -1.790 -5.418
H38 7.246 -3.971 -4.450
H39 6.448 -2.046 -0.691
H40 7.107 0.118 -1.668
H41 5.007 -4.985 1.479
H42 3.285 -3.688 2.619
H43 2.025 -0.182 -2.857
H44 3.222 -1.829 -4.242
H45 4.515 -3.632 -3.114
S1 0.639 2.091 -3.111
C32 0.040 3.620 -2.784
N7 0.241 4.147 -1.525
C33 -0.226 5.371 -1.165
C34 -0.943 6.127 -2.036
C35 -1.175 5.639 -3.341
C36 -0.678 4.414 -3.702
H46 0.872 3.642 -0.884
H47 0.020 5.685 -0.160
H48 -1.313 7.095 -1.731
H49 -1.730 6.232 -4.054
H50 -0.840 4.018 -4.693
I1 -5.738 2.274 -4.396
C37 -4.239 2.304 -2.961
C38 -3.743 3.414 -2.325
N8 -2.815 2.952 -1.462
N9 -2.681 1.623 -1.508
C39 -3.548 1.210 -2.412
H51 -3.983 4.458 -2.422
H52 -2.193 3.498 -0.894
H53 -3.664 0.161 -2.633

Force components x, y, z for each atom (eV/Å):
Na -0.0338 -0.1348 -0.1416
N -0.2465 0.2813 0.3690
C 0.3185 0.0207 0.1539
C -0.1654 0.1020 -0.0459
N -0.1361 0.0091 -0.0934
H -0.1079 -0.0849 -0.0186
H -0.0502 -0.0196 -0.1588
H -0.0849 0.0165 -0.0809
H -0.1053 0.0017 0.0441
H 0.0095 0.0186 0.0081
H 0.0036 -0.0446 0.0283
H 0.2299 0.0607 0.0875
H 0.0392 -0.0274 -0.1044
C -0.1206 -0.1479 -0.1933
Si 0.1516 0.0157 0.1492
C 0.1246 -0.1175 -0.1588
C 0.0988 0.0765 -0.2801
C -0.0210 -0.2319 0.4103
Si 1.4379 -0.0725 -0.3146
C 0.0513 0.3174 -0.0174
C -0.4719 -0.0101 0.1371
C -0.6593 0.1934 -0.0144
Si -0.0310 -0.0635 0.0073
C 0.0512 0.2173 -0.1401
C 0.1849 -0.0938 0.1169
C 0.6308 0.4374 -0.4813
C 0.0179 0.1907 0.4437
C -0.0333 -0.0545 -0.2542
C 0.0283 -0.0070 -0.2738
C -0.1897 -0.0224 0.2651
N -0.9201 -0.7008 0.2211
H -0.0935 0.0045 -0.0042
H 0.0363 0.0429 -0.0503
H 0.0232 -0.0018 0.0274
H 0.0692 -0.0630 0.0755
H -0.0268 0.0161 0.0105
H 0.0195 0.0260 -0.0053
H 0.0237 0.0923 -0.0031
H 0.0065 -0.0239 0.0056
H -0.0192 -0.0225 0.0021
H -0.0402 -0.0496 -0.0854
H -0.0141 -0.0719 -0.0366
H -0.0061 0.0855 0.0546
H 0.0414 -0.0499 0.0241
H -0.0082 -0.0253 -0.0478
H 0.0082 0.0136 0.1770
H 0.0141 0.0358 0.1070
H 0.0441 -0.0162 -0.2036
H -0.0591 0.0105 0.0075
H -0.0013 0.0522 0.0308
H 0.0365 -0.0026 -0.0059
H -0.0004 0.0183 -0.0533
H -0.0120 -0.0076 -0.0137
H 0.0194 -0.0927 -0.0394
H 0.0214 0.0760 -0.0010
H -0.0288 0.0113 0.0007
H 0.0181 -0.0478 0.0086
H 0.0441 0.0099 -0.0076
H 0.0681 -0.0416 -0.0248
Br -0.0162 -0.0077 -0.0132
C 0.0008 0.1490 0.0149
C 0.0151 0.0135 0.0195
C -0.0502 0.1607 -0.0472
C 0.0796 -0.1945 0.4340
C -0.0528 0.0191 -0.0561
C 0.0776 -0.0212 -0.0807
N -0.0891 -0.2804 -1.0399
N 0.0679 0.2243 1.2237
C 0.4692 -0.2144 -0.8105
C -0.4594 -0.1651 0.3933
C 0.0460 -0.1431 0.1983
C 0.4354 -0.0890 -0.3358
O -0.9999 0.0021 0.4295
C -0.1646 0.3588 0.1088
N 0.3067 -0.1115 0.0146
C 0.1895 -0.4868 -0.1199
C -0.4716 0.4358 -0.2931
C -0.0564 -0.0941 0.1564
C -0.0164 0.1015 -0.1264
H 0.0213 -0.0239 0.0006
H 0.0341 -0.0361 0.0331
H -0.0280 0.0637 -0.0393
H 0.0200 0.0015 0.0128
H 0.0333 -0.0101 -0.0400
H 0.0804 0.0173 0.0230
H 0.0096 -0.0265 -0.0619
H 0.0748 0.0616 0.0046
H 0.1347 0.0564 0.0715
S 0.0003 0.1219 -0.1259
C 0.5907 -0.8925 0.8034
N -0.1794 0.5718 -0.6665
C 0.1683 -0.2514 -0.0136
C -0.2117 0.3336 0.2206
C 0.4170 -0.6042 -0.0552
C -0.5358 0.8346 -0.2285
H -0.1060 -0.0258 0.1801
H 0.0077 0.0228 0.0138
H 0.0243 -0.0106 0.0391
H -0.0242 0.0124 -0.0055
H 0.0394 -0.0807 0.0137
I 0.2343 -0.0082 0.1951
C -0.3742 0.1029 -0.2405
C -0.0211 -0.0850 -0.0276
N -0.2093 0.1390 -0.1812
N 0.2012 -0.0620 0.2296
C 0.0046 0.0317 0.0639
H 0.0271 0.0358 -0.0010
H 0.0029 -0.0115 0.0854
H 0.0673 -0.0398 0.0069

Properties
2S+1 = 1
Energy above the lowest of the compared OMol25 structures with the same formula, charge and spin = 65.0 kJ/mol
Net charge = -1



2.
C39H54BaI2N9O7P2 as an isolated structure in a non-equilibrium geometry, computed with ωB97M-V with the def2-TZVPD basis set.

Positions of all 114 atoms, in Å:
Ba1 -0.257 -0.609 0.481
O1 -2.535 0.616 1.218
C1 -3.017 1.023 2.325
C2 -4.018 0.269 3.021
C3 -4.493 0.640 4.258
C4 -4.031 1.800 4.892
C5 -3.105 2.577 4.220
C6 -2.599 2.238 2.961
C7 -1.654 3.177 2.359
N1 -1.102 3.138 1.214
C8 -0.172 4.223 0.932
C9 1.267 3.742 1.069
N2 1.734 3.123 -0.168
C10 2.764 2.383 -0.133
C11 3.568 1.946 1.032
C12 4.946 2.125 0.974
C13 5.792 1.759 2.015
C14 5.214 1.197 3.154
C15 3.854 0.965 3.224
C16 2.963 1.258 2.144
O2 1.731 0.925 2.174
H1 -4.391 -0.624 2.532
H2 -5.245 0.024 4.744
H3 -4.403 2.094 5.865
H4 -2.747 3.496 4.678
H5 -1.433 4.034 3.019
H6 -0.338 5.079 1.602
H7 -0.326 4.565 -0.095
H8 1.316 3.053 1.913
H9 1.914 4.601 1.278
H10 3.139 2.047 -1.105
H11 5.369 2.584 0.083
H12 6.859 1.932 1.953
H13 5.840 0.933 4.001
H14 3.413 0.525 4.112
I1 -4.466 0.229 -6.727
C17 -3.587 -0.330 -4.914
C18 -3.403 -1.668 -4.619
C19 -2.795 -2.005 -3.422
I2 -2.474 -4.008 -2.934
C20 -2.335 -1.050 -2.474
O3 -1.752 -1.409 -1.398
C21 -2.539 0.330 -2.827
C22 -2.084 1.464 -1.920
N3 -0.655 1.474 -1.609
C23 0.228 1.632 -2.746
C24 0.379 0.356 -3.550
C25 0.069 0.353 -4.911
C26 0.158 -0.820 -5.632
C27 0.570 -1.971 -4.976
C28 0.880 -1.874 -3.631
N4 0.795 -0.747 -2.926
C29 -3.161 0.648 -4.019
H15 -3.721 -2.441 -5.307
H16 -2.619 1.434 -0.968
H17 -2.350 2.387 -2.459
H18 -0.479 2.190 -0.909
H19 1.201 1.944 -2.365
H20 -0.118 2.422 -3.433
H21 -0.288 1.264 -5.374
H22 -0.116 -0.843 -6.679
H23 0.630 -2.924 -5.484
H24 1.193 -2.756 -3.079
H25 -3.297 1.695 -4.271
C30 -2.442 -3.018 5.832
N5 -1.426 -2.369 5.019
C31 -0.463 -1.507 5.712
P1 -1.289 -2.504 3.405
O4 -0.697 -1.319 2.777
O5 -0.248 -3.758 3.119
P2 0.910 -3.882 1.978
O6 0.560 -3.128 0.755
N6 2.310 -3.384 2.684
C32 2.550 -3.786 4.074
C33 2.647 -1.937 2.548
N7 0.994 -5.492 1.643
C34 -0.090 -6.006 0.795
C35 1.543 -6.480 2.562
N8 -2.716 -3.013 2.745
C36 -2.948 -2.680 1.308
C37 -3.088 -4.407 2.997
H26 -2.514 -2.478 6.775
H27 -2.202 -4.062 6.058
H28 -3.414 -2.961 5.344
H29 -1.008 -0.796 6.336
H30 0.111 -0.937 4.983
H31 0.213 -2.092 6.341
H32 2.374 -4.845 4.238
H33 1.917 -3.221 4.766
H34 3.591 -3.572 4.318
H35 2.350 -1.497 1.596
H36 3.727 -1.837 2.639
H37 2.159 -1.364 3.338
H38 -0.442 -5.226 0.122
H39 -0.933 -6.374 1.391
H40 0.296 -6.833 0.197
H41 2.593 -6.275 2.763
H42 1.484 -7.456 2.083
H43 0.993 -6.538 3.508
H44 -2.905 -1.607 1.080
H45 -3.961 -3.012 1.080
H46 -2.259 -3.242 0.666
H47 -2.843 -4.716 4.010
H48 -2.580 -5.086 2.304
H49 -4.164 -4.520 2.859
C38 4.752 -0.825 -1.194
C39 3.360 -1.257 -0.809
N9 3.107 -2.588 -0.823
O7 2.522 -0.430 -0.489
H50 5.381 -1.650 -1.528
H51 5.205 -0.335 -0.329
H52 4.673 -0.080 -1.986
H53 3.805 -3.250 -1.102
H54 2.185 -2.908 -0.551

Force components x, y, z for each atom (eV/Å):
Ba 0.5574 2.0529 -1.4455
O 0.0080 -0.2206 -0.0837
C 0.0262 -0.0576 0.0366
C 0.0777 0.0776 0.0358
C 0.0217 0.0149 -0.0314
C -0.0133 -0.0348 -0.0152
C 0.0487 0.0166 -0.0734
C 0.0145 -0.0411 -0.0443
C -0.0479 0.0229 -0.0017
N 0.0827 -0.0116 0.0011
C -0.0975 -0.0619 0.0211
C -0.0081 -0.1130 -0.0648
N 0.0206 0.1058 0.0606
C 0.0647 0.0303 0.0161
C -0.0480 -0.0828 0.0545
C 0.0137 0.0150 0.0504
C -0.0359 0.0183 -0.0471
C -0.0830 -0.0260 0.0146
C 0.0333 0.0000 -0.0605
C -0.0011 0.1251 -0.0869
O -0.0701 -0.0781 -0.0830
H -0.0004 -0.0020 0.0264
H 0.0027 0.0069 0.0052
H -0.0021 -0.0026 -0.0017
H -0.0054 -0.0042 -0.0003
H -0.0034 0.0222 0.0159
H -0.0094 -0.0138 0.0646
H -0.0107 0.0392 -0.0083
H 0.0444 -0.0016 0.0504
H 0.0227 0.0043 -0.0438
H -0.0495 -0.0278 0.0463
H -0.0142 0.0041 -0.0008
H -0.0041 -0.0031 0.0047
H 0.0030 0.0052 -0.0002
H 0.0256 0.0011 0.0200
I -0.0190 0.0017 -0.0409
C 0.0700 0.0258 0.1270
C 0.0207 -0.1023 0.0225
C -0.0051 0.2827 -0.0514
I 0.0002 -0.0902 -0.0111
C 0.1336 0.0661 0.1274
O -0.2936 -0.0259 -0.0081
C 0.0599 -0.1288 0.0045
C -0.0040 -0.1027 -0.3468
N -0.0781 -0.3491 0.2430
C 0.0197 -0.0481 -0.0470
C -0.0343 -0.0468 -0.1498
C -0.0224 0.0741 0.0332
C 0.0053 -0.0393 -0.0076
C -0.0089 0.0154 -0.0115
C -0.0484 0.0155 0.0888
N -0.0211 0.0748 0.0409
C -0.0033 0.0069 -0.0591
H -0.0012 0.0034 -0.0005
H 0.0335 0.0004 0.0169
H -0.1154 0.0814 0.1661
H 0.0418 -0.0045 -0.0757
H -0.0050 -0.0423 0.0248
H -0.0289 0.0244 -0.0033
H 0.0041 -0.0202 -0.0124
H 0.0009 -0.0080 -0.0023
H -0.0019 0.0052 0.0064
H 0.0010 0.0300 -0.0116
H 0.0001 -0.0138 0.0062
C 0.0075 0.1405 -0.0187
N -0.0603 -0.0671 0.0616
C -0.0827 -0.1013 -0.0470
P -0.1088 -0.2636 -0.5196
O -0.1071 0.0242 0.9567
O 0.0408 -0.3297 0.1310
P -0.1954 0.3022 0.1640
O 0.1119 -0.2355 -0.0415
N -0.0429 0.0798 0.2743
C 0.0125 0.0446 -0.0250
C -0.0449 -0.2844 -0.0545
N -0.0616 -0.1830 -0.0408
C 0.0628 0.0249 0.0965
C 0.0229 0.0343 -0.0713
N 0.1041 -0.1748 0.0152
C 0.0219 -0.0858 0.2280
C -0.0265 0.0355 -0.0450
H -0.0191 0.0178 0.0001
H 0.0103 -0.0031 0.0256
H 0.0043 -0.0303 -0.0046
H -0.0032 0.0135 -0.0064
H 0.0058 -0.0097 0.0144
H 0.0163 -0.0105 0.0134
H -0.0260 0.0325 -0.0020
H 0.0040 0.0180 -0.0045
H 0.0269 -0.0106 -0.0203
H 0.0358 -0.2873 0.1252
H -0.0001 0.0180 0.0412
H 0.0128 0.0796 -0.0597
H 0.0082 -0.0101 0.0139
H 0.0037 0.0005 0.0056
H 0.0066 0.0094 -0.0120
H -0.0133 0.0088 0.0091
H 0.0173 -0.0085 -0.0256
H -0.0158 -0.0086 -0.0028
H 0.1090 -0.1615 0.3363
H -0.0003 0.0182 -0.0439
H -0.0298 0.1050 -0.0640
H 0.0286 -0.0113 0.0143
H -0.0084 0.0130 -0.0160
H -0.0132 0.0274 0.0051
C 0.0506 -0.0199 -0.0064
C 0.0877 0.1367 -0.1360
N -0.1372 0.1137 0.0117
O -0.1259 -0.4084 0.1892
H 0.0008 0.0328 0.0093
H -0.0126 -0.0181 -0.0162
H -0.0052 -0.0262 0.0057
H 0.0166 -0.0092 0.0020
H 0.0465 -0.0384 0.0346

Properties
2S+1 = 1
Net charge = -1



no.,calculated total energy (eV)
1,-173791.0998
2,-104546.4154